(A)
Formula: C4H11NO2
Source: the OMol25 dataset
Level of theory: ωB97M-V/def2-TZVPD

Last column: Löwdin charge in e.
Atoms and positions in Å:
N (0.20730, -0.39956, -1.49276)  0.114
C (1.19415, 0.18535, -0.77217)  -0.132
C (1.59513, 1.48802, -1.12645)  -0.006
C (1.51004, 2.47281, -0.01758)  -0.107
C (0.88573, 2.67838, 1.18769)  0.097
H (-0.74278, 0.11912, -1.12804)  0.220
H (0.12464, -1.42342, -1.35393)  0.125
H (1.76993, -0.44056, -0.08970)  0.148
H (1.58042, 1.97286, -2.17923)  0.171
H (2.16765, 3.35456, -0.08175)  0.135
H (1.35656, 3.18485, 2.08863)  0.116
H (-0.18513, 3.05046, 1.19346)  0.126
H (-2.04636, -4.56952, -1.26775)  0.043
H (-2.99261, -4.83096, -0.12095)  0.016
O (-2.98304, -4.80266, -1.06772)  -0.059
H (-1.68157, -0.97996, 1.60689)  0.037
H (-0.52608, -0.20082, 2.13928)  0.048
O (-1.23397, -0.85894, 2.48207)  -0.092

total charge	+1
expectation value of S²	0.818
multiplicity	2
frontier orbital gap (alpha / beta)	7.57 / 6.85	eV

=====

(B)
Formula: C4H11NO2
Source: the OMol25 dataset
Level of theory: ωB97M-V/def2-TZVPD

Last column: Löwdin charge in e.
Atoms and positions in Å:
C (-0.10916, -1.72375, -0.07560)  -0.170
O (0.77626, -2.46479, -0.91830)  -0.031
C (0.26639, -0.25124, -0.23110)  -0.285
C (-0.31904, 0.75422, 0.72988)  -0.346
C (0.55878, 1.98732, 1.08629)  0.016
O (-1.51744, 1.29660, 0.11459)  -0.024
N (0.29984, 0.15145, -1.58547)  0.366
H (-1.14954, -1.91370, -0.36667)  0.143
H (0.03753, -2.09192, 0.93795)  0.146
H (1.36341, -0.34902, 0.01378)  0.216
H (-0.66867, 0.22294, 1.61658)  0.158
H (0.34965, 2.66418, 0.26115)  0.093
H (0.09259, 2.35176, 1.99532)  0.096
H (1.60417, 1.72775, 1.19533)  0.090
H (-2.11405, 0.58643, -0.08149)  0.090
H (0.11875, -0.56041, -2.28938)  0.164
H (-0.28811, 0.98071, -1.78143)  0.172
H (0.69865, -3.36852, -0.62142)  0.106

total charge	+1
expectation value of S²	0.755
multiplicity	2
frontier orbital gap (alpha / beta)	12.34 / 6.99	eV

=====

Last place for stability: (A)

=====

(A)
Formula: C3H2Cl2O2
Source: the OMol25 dataset
Level of theory: ωB97M-V/def2-TZVPD

Last column: Löwdin charge in e.
Atoms and positions in Å:
C (0.23874, 0.31445, -1.79150)  -0.397
C (-0.47459, 0.26606, 1.97893)  -0.800
C (0.26829, -0.30692, -0.48102)  -0.430
O (-0.42026, 0.03042, -2.75665)  0.040
O (-1.11724, -0.69549, 2.20425)  -0.032
Cl (0.20482, 1.52517, 2.74288)  0.799
Cl (-0.81643, -1.67840, -0.19695)  0.653
H (1.02573, 1.10441, -1.89507)  0.119
H (1.09094, -0.55968, 0.19512)  0.048

frontier orbital gap (alpha / beta)	7.29 / 8.30	eV

=====

(B)
Formula: C3H2Cl2O2
Source: the OMol25 dataset
Level of theory: ωB97M-V/def2-TZVPD

Last column: Löwdin charge in e.
Atoms and positions in Å:
C (-0.33383, -1.53537, 0.76180)  -0.509
C (-0.02168, -0.24675, 0.03147)  0.091
C (0.14987, -1.67306, -1.32298)  -1.212
O (-0.52202, -1.77557, 1.90339)  0.166
O (-0.32329, -2.46243, -0.26534)  -0.071
Cl (-0.90917, -1.56403, -2.67700)  0.679
Cl (1.80488, -1.98003, -1.72548)  0.673
H (-0.85626, 0.39628, -0.19795)  0.092
H (0.90131, 0.26143, 0.26437)  0.091

frontier orbital gap	10.73	eV

=====

(C)
Formula: C3H2Cl2O2
Source: the OMol25 dataset
Level of theory: ωB97M-V/def2-TZVPD

Last column: Löwdin charge in e.
Atoms and positions in Å:
C (-0.69241, -1.60335, 0.39935)  -0.080
C (-0.45479, 0.70952, 0.49896)  -0.448
C (0.41257, 0.81400, -0.69075)  -0.977
O (-0.04054, -2.08248, -0.46398)  -0.009
O (-0.92458, 1.33656, 1.34996)  0.118
Cl (0.87589, 2.43903, -1.11319)  0.627
Cl (1.86304, -0.03262, 0.14194)  0.598
H (-1.15883, -1.73661, 1.39433)  0.095
H (0.11964, 0.15594, -1.51663)  0.076

frontier orbital gap (alpha / beta)	7.81 / 7.81	eV

=====

Last place for stability: (A)